DFT (the ωB97M-V functional and the def2-TZVPD basis) results for 10 unconnected molecules or ions with the total composition C34H94N6O13.

Geometry as XYZ:
```
147
Properties=species:S:1:pos:R:3:forces:R:3:lowdin_charge:R:1
C -10.082747 2.350269 1.310811 -0.92 1.38 -0.06 -0.141
O -10.341395 3.765256 1.375958 0.84 0.42 0.35 -0.150
H -9.433106 2.129409 0.463887 -0.21 -0.35 -0.08 0.072
H -9.585777 2.052432 2.234071 -0.22 0.03 -0.06 0.077
H -11.112237 1.998819 1.242078 0.47 -1.39 -0.12 0.077
H -10.865050 4.019667 0.612632 0.02 -0.09 -0.04 0.064
C 1.366142 3.895108 -3.940778 1.23 0.52 -0.56 -0.173
O 0.668303 5.048425 -3.514255 -0.59 -0.36 0.16 -0.116
H 2.285959 3.785752 -3.366261 -0.10 -0.38 0.48 0.071
H 0.798883 2.964595 -3.962577 -0.14 0.15 0.08 0.079
H 1.759546 4.124616 -4.931064 -0.35 -0.22 -0.30 0.074
H -0.025088 4.735833 -2.928511 -0.07 0.27 0.16 0.064
C 10.210797 -4.831549 -0.348708 1.00 -2.32 -1.54 -0.233
O 9.365128 -3.811359 -0.097781 -1.31 1.85 0.89 -0.088
H 10.185076 -5.059868 -1.414216 0.40 0.54 -0.33 0.080
H 11.231576 -4.615211 -0.033589 0.16 -0.29 -0.01 0.084
H 9.846360 -5.796255 0.004324 0.17 -0.17 0.92 0.075
H 9.528599 -3.579349 0.819314 -0.43 0.41 0.07 0.082
C -5.270593 -1.411960 5.930723 -0.45 0.75 0.01 -0.182
O -5.630056 -1.959371 4.700941 -0.34 -1.02 -1.01 -0.124
H -5.230983 -0.349374 5.691072 0.47 0.14 0.68 0.081
H -6.079683 -1.569726 6.643874 0.19 0.08 0.38 0.078
H -4.324883 -1.809376 6.299216 0.06 0.14 0.14 0.076
H -6.143908 -2.753442 4.865275 0.08 -0.09 -0.20 0.073
C -16.269570 6.225173 -2.443703 0.14 0.14 -0.29 -0.084
O -15.485702 7.261629 -3.061135 -2.72 -0.58 -0.05 -0.180
C -14.115217 7.343314 -2.922459 0.75 0.42 0.13 -0.248
C -13.353746 6.383497 -3.830176 -1.22 -0.46 1.01 -0.185
N -13.454667 5.014505 -3.256767 1.45 1.23 -0.45 -0.052
C -12.700773 4.084304 -4.069006 -0.73 -0.37 0.20 -0.210
C -13.341235 3.844771 -5.444883 0.11 -0.43 -0.43 -0.223
O -14.672910 3.429652 -5.200899 -0.11 -0.74 1.01 -0.208
C -15.605890 3.358929 -6.258199 0.64 1.79 -0.10 -0.095
H -16.230590 6.117664 -1.359713 0.86 0.38 0.26 0.087
H -16.069012 5.243407 -2.872667 -0.10 -0.02 -0.13 0.065
H -17.328437 6.436026 -2.593517 0.14 0.30 -0.55 0.086
H -13.907918 7.275995 -1.854463 0.73 -0.33 0.07 0.123
H -13.897558 8.363400 -3.238915 0.21 0.12 0.04 0.121
H -12.329791 6.702398 -4.024871 0.31 -0.27 0.69 0.118
H -13.805297 6.494039 -4.816069 -0.42 -0.20 -0.25 0.109
H -14.406648 4.711356 -3.108679 0.19 0.06 -0.39 0.066
H -12.659506 3.144576 -3.518272 -0.17 -0.29 -0.21 0.114
H -11.661101 4.410128 -4.100705 -0.01 0.20 -0.45 0.115
H -12.770386 3.092367 -5.989045 0.02 -0.61 0.06 0.114
H -13.302758 4.676396 -6.148453 -0.19 0.67 0.32 0.111
H -16.526758 2.843933 -5.984569 0.61 -0.77 0.06 0.089
H -15.094609 3.075895 -7.178296 -0.44 -0.62 -0.13 0.087
H -15.969603 4.375556 -6.407511 -0.04 0.39 -0.41 0.080
C 14.517700 -8.398741 4.267609 -0.65 -0.18 0.66 -0.091
O 14.240336 -8.387740 5.689941 -0.38 -0.41 -0.42 -0.198
C 13.953796 -9.679381 6.244316 -0.15 -0.82 0.50 -0.214
C 13.747676 -9.597201 7.808078 -0.18 1.86 -1.09 -0.162
N 12.758826 -8.567128 8.218341 1.12 -0.03 0.36 -0.071
C 11.439353 -9.110929 8.426426 -0.03 0.47 -0.96 -0.231
C 10.433459 -8.154556 9.031589 0.95 -0.04 0.13 -0.256
O 9.734682 -7.451602 8.015281 -1.61 -0.89 0.56 -0.200
C 8.399970 -7.162064 8.550896 1.81 0.10 -0.94 -0.073
H 15.469571 -8.890688 4.067535 0.16 0.26 -0.04 0.085
H 14.435967 -7.387491 3.869107 0.66 0.20 0.54 0.083
H 13.757911 -8.890556 3.660194 -0.32 -0.64 0.39 0.078
H 14.782912 -10.363069 6.062030 0.46 0.02 0.03 0.108
H 13.127997 -10.185515 5.744322 -0.54 0.42 -0.19 0.109
H 14.752868 -9.322306 8.127645 -0.10 0.14 0.59 0.102
H 13.408761 -10.469405 8.367109 0.49 -0.58 -0.77 0.108
H 12.655180 -7.881569 7.483926 0.42 0.27 -0.04 0.099
H 11.464632 -10.031941 9.008837 0.21 0.02 -0.05 0.115
H 11.054920 -9.287381 7.421844 -0.70 -0.85 -0.01 0.121
H 10.861789 -7.392191 9.682304 0.49 -0.12 0.22 0.125
H 9.875856 -8.825143 9.685411 -1.15 0.35 -0.19 0.113
H 7.925018 -6.516421 7.812210 -0.03 0.23 0.42 0.085
H 8.656210 -6.707918 9.508075 -1.04 0.36 0.14 0.082
H 7.806186 -8.070126 8.655517 0.10 -0.10 0.17 0.083
C -2.914025 2.770949 -0.911526 0.44 0.44 -0.35 -0.132
O -1.853629 2.553018 -0.010173 -0.10 -1.12 1.00 -0.212
C -1.971810 1.245708 0.660296 -0.28 1.07 -0.02 -0.167
C -0.720791 0.935652 1.496596 -1.36 -0.25 -0.33 -0.231
N 0.427092 1.261173 0.736161 0.66 -0.21 -0.48 -0.070
C 1.707647 1.000546 1.366767 -0.01 -1.69 -0.67 -0.177
C 1.856352 -0.466193 1.946792 -0.13 3.21 -0.03 -0.212
O 1.215429 -0.435123 3.219155 -0.06 -1.25 -1.25 -0.205
C 0.826168 -1.762003 3.526558 0.46 0.76 2.51 -0.125
H -2.749312 2.143023 -1.787128 -0.44 -0.22 -0.15 0.086
H -2.884591 3.808203 -1.245204 0.33 0.08 0.03 0.082
H -3.917809 2.668039 -0.499300 -0.01 -0.52 0.28 0.085
H -2.223607 0.477626 -0.070966 0.40 -0.07 -0.30 0.115
H -2.831488 1.312310 1.327097 -0.16 -0.03 0.14 0.115
H -0.709621 -0.129564 1.727453 -0.24 -0.11 -0.10 0.108
H -0.828016 1.413380 2.470442 0.23 0.46 0.24 0.121
H 0.296727 2.189629 0.360564 0.48 0.09 0.00 0.104
H 1.959093 1.736186 2.130776 0.20 -0.16 0.34 0.118
H 2.493589 0.959448 0.612646 -0.02 0.76 -0.30 0.105
H 2.942831 -0.547009 1.980591 0.19 -0.58 0.69 0.111
H 1.492633 -1.256124 1.289672 -0.37 0.17 -0.09 0.118
H 0.344226 -1.679572 4.500742 -0.60 -0.03 -0.08 0.085
H 1.736354 -2.277171 3.833582 0.06 -0.86 -0.80 0.089
H 0.152918 -2.263940 2.831654 0.33 0.07 -0.32 0.090
C 11.092935 2.568544 4.087382 0.79 -0.52 -0.28 -0.071
C 10.482426 1.164585 4.019718 0.31 2.01 0.98 -0.440
C 11.423947 0.089409 4.485344 -0.60 -1.56 0.89 -0.186
O 10.641257 -1.133166 4.291282 1.18 -0.78 0.02 -0.210
C 11.242475 -2.366774 4.741877 0.48 0.69 0.69 -0.102
N 9.200260 1.258132 4.750798 0.00 -1.54 -1.08 0.041
H 10.383068 3.299252 3.699755 0.25 -0.03 -0.07 0.078
H 12.052382 2.580056 3.570244 -0.10 0.26 -0.55 0.070
H 11.396492 2.859070 5.093135 -0.47 -0.15 0.34 0.074
H 10.261102 0.875734 2.992255 -0.30 0.34 -0.11 0.141
H 11.701344 0.155812 5.537357 -0.35 0.22 0.45 0.123
H 12.401521 0.083692 4.003253 -0.14 -0.20 -0.80 0.123
H 12.268841 -2.531530 4.413957 0.03 0.23 -0.80 0.078
H 10.656129 -3.258467 4.520110 -0.33 0.48 -0.48 0.082
H 11.389228 -2.397464 5.821504 -0.42 0.39 0.42 0.077
H 8.919610 0.294342 4.639243 -1.08 -0.25 0.17 0.053
H 9.248389 1.348597 5.755581 0.76 0.38 0.21 0.070
C -4.448700 9.619066 -7.364752 -0.88 -0.92 0.71 -0.075
C -4.379048 8.084607 -7.192964 0.07 0.43 -1.64 -0.401
C -5.482055 7.345126 -7.975319 1.20 0.00 -0.77 -0.219
O -5.396494 5.948150 -7.691706 -0.07 0.99 0.27 -0.208
C -6.374437 5.168200 -8.358815 0.74 0.47 0.54 -0.095
N -3.032175 7.666150 -7.736744 -1.53 0.16 0.45 0.036
H -5.439596 9.966600 -7.072427 0.04 0.20 0.69 0.066
H -4.381142 10.012815 -8.378905 0.75 -0.49 -0.07 0.076
H -3.660831 9.941600 -6.684062 -0.16 0.84 -0.35 0.074
H -4.414735 7.806319 -6.139689 -0.41 0.16 0.11 0.130
H -5.262839 7.472701 -9.035398 0.69 -0.04 -0.50 0.119
H -6.467429 7.808614 -8.023498 -0.51 -0.23 1.39 0.122
H -7.203326 5.068067 -7.658090 -0.36 -0.36 -0.38 0.087
H -5.864671 4.227694 -8.567845 -0.51 -0.17 -0.10 0.089
H -6.667587 5.674563 -9.278466 -0.23 -0.25 -0.16 0.084
H -2.467042 7.568921 -6.905314 0.52 -0.34 -0.20 0.063
H -3.234561 6.746248 -8.101331 0.66 -0.45 0.03 0.051
C -1.772358 -5.409907 -3.063465 -0.13 0.84 -0.96 -0.054
C -1.920337 -4.189320 -4.051177 0.27 -0.36 -0.59 -0.381
C -0.757679 -3.145429 -3.982854 0.84 -0.85 0.39 -0.197
O 0.524069 -3.754033 -4.195724 0.70 -0.81 0.00 -0.212
C 1.732674 -2.956954 -4.151794 -1.53 0.60 0.25 -0.085
N -2.229255 -4.697306 -5.433439 0.10 0.31 1.18 0.025
H -2.684831 -5.983441 -2.900504 -0.30 0.30 -0.50 0.065
H -1.478136 -5.113806 -2.056563 0.55 0.11 -0.21 0.070
H -1.077265 -6.087114 -3.559782 0.33 -0.03 0.52 0.070
H -2.776378 -3.568755 -3.786248 -0.25 -0.15 0.19 0.121
H -0.798041 -2.709922 -2.984451 0.09 0.20 0.26 0.113
H -0.898441 -2.341475 -4.705321 -0.23 0.08 -0.24 0.113
H 2.657889 -3.468775 -4.416549 -0.63 -0.66 -0.53 0.082
H 1.962362 -2.585752 -3.153017 -0.45 0.18 0.31 0.076
H 1.552436 -2.109065 -4.812627 0.44 0.23 -0.08 0.079
H -2.461901 -3.909890 -6.021617 -0.05 0.09 -0.11 0.055
H -1.428672 -5.143705 -5.857586 0.26 -0.07 0.14 0.060
```
Forces are in eV/Å.

Results
* SMILES: COC[C@H](C)N.COC[C@H](C)N.COC[C@H](C)N.COCCNCCOC.COCCNCCOC.COCCNCCOC.CO.CO.CO.CO
* energy relative to the best compared isomer or geometry (same formula, charge and spin): 5.176 eV
* net charge: 0
* molar mass: 795.155 g mol⁻¹